DFT (the ωB97M-V functional and the def2-TZVPD basis) results for C6H8BrN3 as an isolated structure.

Output
- energy relative to the best compared isomer or geometry (same formula, charge and spin) (eV) = 1.427
- gap between HOMO and LUMO (eV) = 8.9614
- molar mass (g mol⁻¹) = 202.06
- spin multiplicity = 1

Each line ends with the Mulliken charge.
Positions of all 18 atoms, in Å:
C 0.6696 -1.7560 -0.7535  -0.730
C -0.2088 -2.6577 -0.1177  -0.316
C 0.1946 -0.5173 -0.3884  0.548
C -0.6695 1.5484 0.6668  -0.567
C -1.5847 0.3797 0.8740  -0.129
C 1.7740 1.3130 -0.6072  -0.991
N -1.1355 -2.0465 0.5848  -1.328
N -0.8743 -0.7439 0.4239  0.960
N 0.4399 0.8026 -0.6519  -0.215
Br -3.2752 0.6389 -0.2082  -0.197
H 1.4959 -1.9899 -1.3898  0.378
H -0.1820 -3.7292 -0.1522  0.453
H -1.0788 2.4274 0.1957  0.376
H 0.0054 1.7525 1.4892  0.283
H -1.9536 0.2480 1.8927  0.461
H 2.3729 0.7366 -1.3127  0.373
H 1.7645 2.3521 -0.9248  0.305
H 2.2457 1.2414 0.3795  0.335

Atomic forces in eV per Å
0.1495 0.2902 -0.0910
-0.0586 0.2456 0.0832
0.0767 -0.2434 0.0729
2.5325 -1.4915 -2.9425
-0.9317 -0.0959 -0.0053
0.3916 -0.0164 0.0519
-0.7710 -0.5419 0.4552
0.8412 0.1819 -0.2576
-2.9874 1.7437 2.5104
0.3657 -0.0156 0.2712
0.2026 0.0006 -0.1474
-0.0334 -0.2187 0.0331
-0.1435 0.0542 0.0741
0.0624 -0.0436 0.1371
0.0567 0.0536 -0.2030
0.1206 0.0753 -0.0485
0.0938 0.0551 -0.0425
0.0324 -0.0331 0.0488

DFT (the ωB97M-V functional and the def2-TZVPD basis) results for a 2-piece molecular cluster, CH2Cl2O3S overall.

Output
- energy relative to the best compared isomer or geometry (same formula, charge and spin) (eV) = 3.292
- gap between HOMO and LUMO (spin up / spin down) (eV) = 8.3754 / 5.7317
- molar mass (g mol⁻¹) = 165.00
- spin multiplicity = 1

Each line ends with the Mulliken charge.
Positions of all 9 atoms, in Å:
C -0.8996 1.5308 -0.0966  -0.455
O 2.5331 -1.3770 -0.7195  -0.463
O 0.1898 -1.1928 -1.3370  -0.472
O 0.7938 -1.4729 1.1563  -0.201
S 1.2592 -0.8143 -0.3350  0.780
Cl -1.6275 0.4303 -1.0706  0.103
Cl -0.6767 -1.2299 1.8751  0.036
H -0.5386 2.5268 -0.4473  0.318
H -1.0335 1.5990 0.9746  0.354

Atomic forces in eV per Å
0.3384 1.6010 0.0291
0.0744 0.0771 1.2987
1.7280 -0.1417 1.8291
1.3492 -1.0396 0.2585
-2.6656 0.3116 -2.9840
-0.2435 1.1945 0.4808
-0.1811 0.2795 -0.4137
-0.1444 -1.2854 -0.5615
-0.2554 -0.9970 0.0630

DFT (the ωB97M-V functional and the def2-TZVPD basis) results for C4H6FO2Tl as an isolated structure.

Output
- energy relative to the best compared isomer or geometry (same formula, charge and spin) (eV) = 0.806
- gap between HOMO and LUMO (eV) = 2.0074
- molar mass (g mol⁻¹) = 309.47
- charge = +2
- spin multiplicity = 1

Each line ends with the Mulliken charge.
Positions of all 14 atoms, in Å:
Tl 8.1968 3.4199 0.9742  1.000
F 4.3030 0.9421 2.3550  -0.085
O -3.0680 -2.0485 -0.7018  -0.204
C -2.0538 -1.3814 -0.4218  0.644
O -0.8974 -1.7408 -0.9071  -0.226
C 0.1478 -0.7318 -0.6319  -0.302
C -0.6433 0.4904 -0.1928  -0.508
C -2.0039 -0.0614 0.2198  -0.285
H 0.7580 -0.5111 -1.5078  0.323
H 0.7380 -1.1939 0.1594  0.303
H -0.6385 1.1863 -1.0318  0.322
H -0.0542 1.0442 0.5382  0.384
H -2.7389 0.6479 -0.1606  0.309
H -2.0456 -0.0619 1.3090  0.328

Atomic forces in eV per Å
0.0913 0.0263 0.0388
-0.1143 -0.0200 -0.1017
1.9472 1.5049 0.9429
-1.7814 -1.9407 -1.6092
1.2173 -0.4320 -0.0377
-1.2599 0.5121 -0.4586
1.1458 -0.8308 -1.0018
0.5819 2.6848 0.8692
-0.1295 -0.6765 -0.0669
0.3251 -0.2149 0.3301
-0.3310 0.1020 -0.1997
-0.4846 0.2347 0.8667
-0.5484 -0.2302 0.2836
-0.6595 -0.7198 0.1443